Density functional theory data (ωB97M-V with the def2-TZVPD basis set) for a structure of composition C43H31CuN4O2S3 in a non-equilibrium geometry.

multiplicity = 2
expectation value of S² = 0.7845
net charge = +1
highest occupied orbital energy (alpha / beta) = -10.44 / -10.44 eV
molecular weight = 795.5 g mol⁻¹

Element x y z (Å)
Cu: -1.677 -18.340 14.348
C: -2.069 -18.325 23.677
C: -1.845 -17.600 22.353
C: -1.967 -16.228 22.257
C: -1.860 -15.580 21.045
C: -1.584 -16.311 19.916
C: -1.481 -17.682 19.977
C: -1.512 -18.338 21.208
S: -1.769 -15.552 18.243
O: -2.945 -14.615 18.327
C: -0.267 -14.488 18.053
C: -0.575 -13.096 17.847
C: 0.406 -12.172 17.607
C: 1.753 -12.515 17.647
C: 2.709 -11.505 17.536
C: 4.088 -11.849 17.517
C: 4.459 -13.157 17.757
C: 3.508 -14.161 17.993
C: 2.097 -13.893 17.928
C: 1.053 -14.914 18.154
C: 1.498 -16.327 18.423
C: 2.170 -16.667 19.653
C: 2.493 -15.644 20.578
C: 3.269 -15.929 21.693
C: 3.652 -17.253 21.997
C: 3.302 -18.264 21.139
C: 2.640 -18.015 19.926
C: 2.462 -18.991 18.927
C: 1.848 -18.641 17.757
C: 1.438 -17.336 17.474
S: 1.108 -17.109 15.700
O: 0.199 -18.261 15.271
C: 2.684 -17.613 15.017
C: 3.871 -16.879 15.230
C: 5.056 -17.358 14.706
C: 5.149 -18.612 13.998
C: 6.477 -19.074 13.468
C: 3.959 -19.260 13.727
C: 2.741 -18.789 14.279
H: -1.857 -17.686 24.591
H: -1.400 -19.187 23.713
H: -3.063 -18.770 23.757
H: -2.209 -15.655 23.139
H: -2.051 -14.504 20.967
H: -1.268 -18.203 19.050
H: -1.248 -19.387 21.281
H: -1.636 -12.823 17.842
H: 0.163 -11.160 17.364
H: 2.366 -10.492 17.305
H: 4.770 -11.010 17.395
H: 5.505 -13.480 17.714
H: 3.865 -15.164 18.186
H: 2.125 -14.625 20.470
H: 3.512 -15.120 22.381
H: 4.206 -17.452 22.906
H: 3.705 -19.300 21.370
H: 2.844 -20.012 19.121
H: 1.617 -19.358 16.997
H: 3.835 -15.947 15.737
H: 6.015 -16.826 14.842
H: 6.664 -20.142 13.722
H: 7.323 -18.423 13.852
H: 6.456 -18.970 12.389
H: 3.946 -20.177 13.138
H: 1.817 -19.369 14.104
N: -5.807 -22.763 15.471
C: -5.092 -21.833 15.718
N: -4.469 -20.822 16.257
C: -3.763 -19.984 15.568
N: -3.000 -19.233 15.117
S: -0.889 -16.249 10.486
C: -0.558 -17.045 11.954
N: -1.586 -17.265 12.733
C: -2.765 -16.870 12.107
C: -4.104 -17.030 12.591
C: -5.163 -16.575 11.809
C: -4.935 -15.803 10.644
C: -3.633 -15.674 10.151
C: -2.553 -16.189 10.843
H: 0.476 -17.211 12.260
H: -4.311 -17.518 13.521
H: -6.223 -16.799 12.091
H: -5.813 -15.314 10.226
H: -3.414 -15.109 9.238

Atom charges from the Mulliken analysis, given in e for atoms 1 to 8: -0.251, -1.364, 0.792, -0.796, -0.353, 0.371, -0.217, -0.738

=====

Density functional theory data (ωB97M-V with the def2-TZVPD basis set) for a structure of composition C43H32BCl5N7O2S2V in a non-equilibrium geometry.

multiplicity = 3
expectation value of S² = 2.0169
ΔE to the lowest compared entry with this formula, charge and spin = 0.00 kcal per mole
highest occupied orbital energy (alpha / beta) = -8.22 / -8.31 eV
molecular weight = 981.9 g mol⁻¹

Element x y z (Å)
V: -0.365 0.365 0.275
C: -3.965 -3.142 1.856
C: -3.523 -1.819 1.336
C: -4.262 -0.651 1.251
C: -3.397 0.310 0.735
N: -2.197 -0.261 0.510
N: -2.291 -1.557 0.879
B: -1.098 -2.533 0.722
N: 0.055 -1.996 1.597
N: 0.334 -0.685 1.668
C: 1.306 -0.514 2.593
C: 1.655 -1.765 3.091
C: 0.858 -2.682 2.421
C: 0.881 -4.163 2.509
C: 1.889 0.765 3.011
C: 2.169 1.788 2.109
C: 2.788 2.954 2.526
C: 3.155 3.106 3.853
C: 2.876 2.099 4.765
C: 2.243 0.939 4.351
N: -0.684 -2.501 -0.750
N: -0.556 -1.310 -1.363
C: -0.185 -1.550 -2.625
C: -0.063 -2.936 -2.809
C: -0.395 -3.507 -1.598
C: -0.476 -4.948 -1.238
C: -0.094 -0.512 -3.654
C: 0.677 -0.681 -4.800
C: 0.675 0.282 -5.798
C: -0.077 1.437 -5.649
C: -0.820 1.630 -4.492
C: -0.842 0.657 -3.511
C: -3.727 1.713 0.465
C: -3.536 2.251 -0.803
C: -3.911 3.556 -1.078
C: -4.452 4.348 -0.078
C: -4.635 3.820 1.193
C: -4.293 2.506 1.461
H: -5.002 -3.076 2.176
H: -3.355 -3.439 2.708
H: -3.883 -3.911 1.089
H: -5.297 -0.509 1.499
H: -1.415 -3.622 1.061
H: 2.422 -1.988 3.809
H: 1.584 -4.467 3.279
H: 1.217 -4.559 1.550
H: -0.104 -4.571 2.728
H: 1.950 1.643 1.062
H: 3.005 3.733 1.807
H: 3.674 3.999 4.175
H: 3.163 2.215 5.801
H: 2.013 0.162 5.068
H: 0.223 -3.454 -3.706
H: -0.420 -5.547 -2.143
H: -1.411 -5.158 -0.720
H: 0.359 -5.215 -0.590
H: 1.284 -1.571 -4.914
H: 1.247 0.125 -6.704
H: -0.085 2.180 -6.435
H: -1.387 2.542 -4.352
H: -1.448 0.776 -2.622
H: -3.112 1.626 -1.578
H: -3.772 3.950 -2.076
H: -4.735 5.371 -0.284
H: -5.046 4.435 1.982
H: -4.450 2.093 2.449
Cl: -1.598 0.356 3.565
C: -1.291 1.877 2.805
C: -0.833 1.924 1.474
C: -0.815 3.212 0.931
Cl: -0.474 3.340 -0.753
C: -1.122 4.369 1.634
Cl: -1.106 5.901 0.859
C: -1.493 4.273 2.969
Cl: -1.873 5.680 3.869
C: -1.614 3.012 3.545
Cl: -2.193 2.885 5.156
O: 4.410 -2.344 0.609
S: 3.526 -2.323 -0.519
O: 2.907 -3.572 -0.877
N: 2.364 -1.170 -0.321
C: 2.428 -0.265 -1.247
S: 1.355 1.058 -1.307
C: 3.517 -0.435 -2.232
C: 3.801 0.357 -3.331
C: 4.907 0.022 -4.102
C: 5.699 -1.072 -3.778
C: 5.387 -1.889 -2.695
C: 4.286 -1.552 -1.944
H: 3.172 1.205 -3.564
H: 5.158 0.623 -4.965
H: 6.573 -1.294 -4.374
H: 5.988 -2.755 -2.456

Atom charges from the Mulliken analysis, given in e for atoms 1 to 8: -1.077, -1.620, 0.849, -1.276, -0.564, 0.678, 0.224, -1.336

=====

Density functional theory data (ωB97M-V with the def2-TZVPD basis set) for a structure of composition C43H32BrN4PS2Y.

ΔE to the lowest compared entry with this formula, charge and spin = 0.00 kcal per mole
net charge = +3
highest occupied orbital energy = -14.76 eV
molecular weight = 868.7 g mol⁻¹

Element x y z (Å)
Y: 0.762 -0.414 0.425
N: 2.833 -0.025 -0.844
C: 3.506 1.220 -0.464
C: 4.870 1.261 -0.252
C: 5.474 2.464 0.091
C: 4.721 3.623 0.208
C: 3.349 3.583 -0.007
C: 2.732 2.383 -0.340
P: 0.947 2.197 -0.574
C: 0.074 3.727 -0.226
C: -0.267 4.023 1.095
C: -0.944 5.196 1.385
C: -1.290 6.068 0.359
C: -0.959 5.771 -0.958
C: -0.273 4.602 -1.255
C: 0.737 1.755 -2.321
C: 1.712 2.005 -3.289
C: 1.505 1.589 -4.597
C: 0.337 0.921 -4.947
C: -0.636 0.671 -3.989
C: -0.436 1.082 -2.677
H: 2.651 -0.001 -1.853
H: 3.498 -0.789 -0.709
H: 5.472 0.365 -0.363
H: 6.542 2.496 0.255
H: 5.200 4.558 0.463
H: 2.753 4.483 0.086
H: 0.014 3.345 1.897
H: -1.199 5.438 2.408
H: -1.815 6.986 0.587
H: -1.227 6.453 -1.753
H: -0.012 4.371 -2.281
H: 2.621 2.534 -3.028
H: 2.256 1.797 -5.348
H: 0.183 0.602 -5.969
H: -1.552 0.165 -4.263
H: -1.216 0.915 -1.940
S: -6.388 0.985 1.061
C: -6.674 2.660 1.050
C: -5.538 3.373 0.805
C: -4.419 2.545 0.590
C: -4.716 1.205 0.677
C: -3.822 0.075 0.489
C: -2.435 0.265 0.468
N: -1.549 -0.710 0.286
C: -1.991 -1.981 0.108
C: -3.358 -2.284 0.131
C: -3.768 -3.648 -0.057
C: -2.859 -4.623 -0.257
C: -1.452 -4.335 -0.303
C: -0.482 -5.319 -0.513
C: 0.867 -4.991 -0.561
C: 1.181 -3.633 -0.390
N: 0.287 -2.673 -0.172
C: -1.026 -3.012 -0.127
C: 1.911 -5.979 -0.766
C: 1.770 -7.304 -1.092
C: 3.000 -7.989 -1.189
C: 4.068 -7.188 -0.929
S: 3.592 -5.585 -0.602
C: -4.263 -1.235 0.325
H: -7.667 3.035 1.242
H: -5.514 4.451 0.761
H: -3.441 2.942 0.343
H: -2.032 1.267 0.595
H: -4.825 -3.877 -0.036
H: -3.176 -5.649 -0.395
H: -0.796 -6.348 -0.629
H: 2.221 -3.328 -0.435
H: 0.819 -7.788 -1.267
H: 3.090 -9.036 -1.433
H: 5.114 -7.449 -0.925
H: -5.325 -1.454 0.326
Br: 2.827 -1.646 2.388
C: 1.503 -0.814 3.483
C: 1.592 -0.860 4.852
C: 0.581 -0.228 5.567
C: -0.449 0.405 4.882
C: -0.443 0.387 3.505
N: 0.530 -0.218 2.793
H: 2.411 -1.364 5.343
H: 0.601 -0.232 6.649
H: -1.248 0.903 5.413
H: -1.232 0.860 2.933

Atom charges from the Mulliken analysis, given in e for atoms 1 to 8: 0.513, -0.455, 0.936, -0.769, -0.725, -0.870, -1.036, -0.077

=====

Density functional theory data (ωB97M-V with the def2-TZVPD basis set) for a structure of composition C43H32Cl3INO4RbS in a non-equilibrium geometry.

ΔE to the lowest compared entry with this formula, charge and spin = 11.74 kcal per mole
net charge = -2
highest occupied orbital energy = -1.59 eV
molecular weight = 977.5 g mol⁻¹

Element x y z (Å)
Rb: 0.128 -1.122 -0.511
Cl: 2.772 3.358 5.818
C: 2.395 2.976 4.145
C: 1.548 1.917 3.854
C: 1.281 1.618 2.536
Cl: 0.232 0.282 2.158
C: 1.840 2.313 1.410
O: 1.647 1.975 0.216
C: 2.653 3.422 1.817
Cl: 3.337 4.418 0.554
C: 2.938 3.741 3.128
H: 1.105 1.326 4.644
H: 3.585 4.578 3.352
I: -2.525 -3.792 -0.278
C: -1.518 -5.629 -0.394
C: -2.270 -6.771 -0.348
C: -1.634 -8.029 -0.438
C: -0.279 -8.097 -0.576
C: 0.509 -6.918 -0.627
C: 1.914 -6.999 -0.780
C: 2.649 -5.846 -0.823
C: 2.018 -4.587 -0.707
C: 0.651 -4.399 -0.558
C: -0.096 -5.625 -0.528
H: -3.345 -6.712 -0.246
H: -2.232 -8.934 -0.399
H: 0.220 -9.059 -0.651
H: 2.382 -7.976 -0.863
H: 3.729 -5.904 -0.947
H: 2.666 -3.712 -0.736
O: 2.629 -1.098 -0.076
S: 3.475 -0.041 -0.696
C: 4.513 0.573 0.640
C: 5.499 1.519 0.412
C: 6.224 2.009 1.486
C: 5.952 1.561 2.773
C: 4.957 0.620 2.987
C: 4.228 0.120 1.916
C: 4.784 -0.960 -1.537
C: 5.119 -2.233 -1.101
C: 6.096 -2.944 -1.777
C: 6.734 -2.382 -2.878
C: 6.386 -1.112 -3.313
C: 5.398 -0.399 -2.645
H: 5.686 1.885 -0.590
H: 6.986 2.760 1.321
H: 6.504 1.965 3.613
H: 4.723 0.294 3.993
H: 3.428 -0.596 2.052
H: 4.590 -2.658 -0.257
H: 6.353 -3.944 -1.452
H: 7.492 -2.945 -3.408
H: 6.868 -0.683 -4.183
H: 5.094 0.582 -2.991
C: -5.592 5.757 1.634
C: -5.952 4.304 1.477
C: -7.052 3.789 2.155
C: -7.385 2.447 2.047
C: -6.637 1.622 1.226
C: -5.541 2.121 0.526
N: -4.821 1.241 -0.309
C: -4.601 1.510 -1.645
C: -5.487 2.322 -2.369
C: -5.288 2.557 -3.718
C: -4.209 1.988 -4.382
C: -3.330 1.191 -3.664
C: -3.494 0.942 -2.308
C: -2.446 0.086 -1.599
O: -2.629 -0.168 -0.373
O: -1.474 -0.295 -2.278
C: -5.169 3.465 0.674
C: -3.931 3.998 0.007
H: -6.375 6.292 2.172
H: -5.447 6.241 0.666
H: -4.659 5.877 2.190
H: -7.645 4.448 2.780
H: -8.235 2.051 2.588
H: -6.889 0.578 1.096
H: -4.064 0.656 0.079
H: -6.336 2.759 -1.858
H: -5.989 3.188 -4.255
H: -4.053 2.168 -5.438
H: -2.465 0.739 -4.133
H: -4.173 4.563 -0.897
H: -3.262 3.191 -0.282
H: -3.387 4.661 0.679

Atom charges from the Mulliken analysis, given in e for atoms 1 to 8: 0.711, -0.312, 0.477, -0.737, 0.625, -0.163, -0.394, -0.837

=====

Density functional theory data (ωB97M-V with the def2-TZVPD basis set) for a structure of composition C43H33N7O2SV.

multiplicity = 3
expectation value of S² = 2.0193
ΔE to the lowest compared entry with this formula, charge and spin = 0.00 kcal per mole
net charge = +1
highest occupied orbital energy (alpha / beta) = -10.12 / -10.30 eV
molecular weight = 762.8 g mol⁻¹

Element x y z (Å)
V: -0.003 -0.187 0.974
C: 1.828 -4.378 1.006
C: 0.926 -5.124 0.270
C: -0.222 -4.508 -0.199
C: -0.421 -3.166 0.078
N: 0.457 -2.435 0.780
C: 1.555 -3.039 1.234
C: -1.647 -2.443 -0.310
C: -2.573 -2.898 -1.237
C: -3.712 -2.141 -1.453
C: -3.915 -0.986 -0.715
C: -2.939 -0.593 0.185
N: -1.814 -1.294 0.345
C: -3.023 0.590 1.066
C: -4.166 1.355 1.221
C: -4.143 2.407 2.121
C: -2.984 2.657 2.834
C: -1.879 1.858 2.604
N: -1.896 0.843 1.743
H: 2.732 -4.813 1.406
H: 1.104 -6.173 0.073
H: -0.960 -5.067 -0.756
H: 2.246 -2.425 1.793
H: -2.402 -3.807 -1.794
H: -4.443 -2.455 -2.185
H: -4.809 -0.395 -0.851
H: -5.060 1.132 0.658
H: -5.021 3.022 2.263
H: -2.923 3.467 3.547
H: -0.941 2.047 3.108
C: -2.352 -1.081 6.122
C: -2.505 -1.663 4.871
C: -1.567 -1.426 3.879
C: -0.471 -0.620 4.149
C: -0.307 -0.037 5.399
C: -1.255 -0.268 6.381
N: 0.463 -0.402 3.085
N: 1.635 -0.171 3.450
C: 2.544 -0.015 2.383
C: 3.891 0.125 2.713
C: 4.821 0.159 1.688
C: 4.391 0.048 0.368
C: 3.038 -0.073 0.059
C: 2.079 -0.097 1.065
H: -3.088 -1.258 6.895
H: -3.355 -2.301 4.668
H: -1.673 -1.866 2.895
H: 0.552 0.593 5.586
H: -1.139 0.189 7.355
H: 4.186 0.187 3.753
H: 5.874 0.260 1.912
H: 5.122 0.063 -0.432
H: 2.729 -0.148 -0.978
C: 4.075 4.940 -3.716
C: 3.015 4.278 -2.882
C: 3.334 3.639 -1.687
C: 2.359 3.016 -0.925
C: 1.044 3.041 -1.363
C: 0.693 3.694 -2.540
C: 1.682 4.299 -3.293
S: -0.204 2.228 -0.437
O: -1.382 3.051 -0.502
O: 0.340 1.956 0.916
N: -0.387 0.736 -0.924
C: -0.817 0.402 -2.212
C: -1.776 1.096 -2.911
C: -2.167 0.697 -4.207
C: -1.617 -0.401 -4.801
C: -0.633 -1.149 -4.109
C: -0.009 -2.289 -4.667
C: 0.946 -2.953 -3.954
C: 1.269 -2.481 -2.664
N: 0.708 -1.440 -2.106
C: -0.230 -0.756 -2.815
H: 5.031 4.964 -3.197
H: 3.793 5.964 -3.964
H: 4.214 4.404 -4.656
H: 4.361 3.636 -1.342
H: 2.610 2.532 0.008
H: -0.343 3.743 -2.847
H: 1.415 4.810 -4.210
H: -2.241 1.959 -2.452
H: -2.917 1.277 -4.728
H: -1.914 -0.709 -5.796
H: -0.293 -2.614 -5.661
H: 1.453 -3.818 -4.357
H: 2.021 -2.999 -2.073

Atom charges from the Mulliken analysis, given in e for atoms 1 to 8: -0.890, -0.995, -0.885, -0.737, 0.572, 0.992, -0.347, 0.382